1.
C14H23BF9N2O5P2S | ωB97M-V/def2-TZVPD

Structure (XYZ):
```
57
Properties=species:S:1:pos:R:3:mulliken_charge:R:1
C -2.80590 3.50366 2.36481 -0.9176
B -1.57801 3.68564 1.31670 0.4305
O -1.36342 4.99127 0.71466 -0.6045
C -0.53049 2.46563 0.90855 -0.8009
N 0.27617 2.02940 2.11352 0.2116
P 1.98338 2.54130 1.90033 0.0500
S 3.11078 1.25147 0.99155 -0.1850
C 0.08962 0.57842 2.48541 -1.0234
P 0.43345 0.48637 4.38301 0.6270
N 2.01362 0.39733 4.67121 -0.7503
C -1.46742 0.23071 2.24933 -0.0451
C -1.68227 -1.32253 2.72274 -0.8618
C -2.81825 -1.99908 1.79306 0.5585
O -2.53579 -2.82465 0.90009 -0.4585
F -4.20763 -1.63756 1.95570 -0.2541
O -1.91607 0.28517 0.87652 -0.4010
C -1.22429 1.27389 0.08233 0.8362
O -2.25303 1.91074 -0.74227 -0.6196
C -0.16744 0.44477 -0.85392 -0.1340
C -0.65941 0.27390 -2.37424 -0.6233
O 0.08438 -0.70154 -3.13622 -0.2598
C -0.47659 -2.02265 -2.96903 -0.6748
C 0.15030 -3.11239 -3.99405 0.7040
F -0.02716 -2.70072 -5.34199 -0.2680
F -0.68577 -4.28689 -3.82673 -0.3028
C 1.64061 -3.57777 -3.61859 0.6243
F 1.82177 -4.95580 -4.00496 -0.2900
F 1.69693 -3.59630 -2.17110 -0.2801
C 2.81845 -2.62012 -4.13717 0.5115
F 2.81800 -2.37414 -5.53462 -0.2776
F 2.91191 -1.37103 -3.46406 -0.2308
C 4.22435 -3.39408 -3.82873 0.1339
F 5.26382 -2.60677 -4.46794 -0.2791
F 4.55071 -3.41885 -2.44554 -0.2350
H -3.51327 4.39975 2.32262 0.3736
H -3.32700 2.50822 2.15066 0.2296
H -2.41068 3.43977 3.45357 0.2840
H -1.68011 5.64952 1.38850 0.3325
H 0.22333 2.96873 0.18054 0.4175
H -0.09382 2.58212 2.92574 0.7062
H 1.96339 3.83023 1.24432 0.1981
H 2.49128 2.76215 3.24489 0.2677
H 0.75329 -0.15293 1.91157 0.6101
H -0.26453 -0.62940 4.98852 0.1386
H -0.05658 1.72595 4.93940 0.1047
H 2.47552 0.37389 3.74047 0.2923
H -2.14075 0.85916 2.95736 0.2319
H -0.69555 -1.89363 2.52866 0.3184
H -1.97095 -1.38451 3.82984 0.4903
H -1.83686 2.53111 -1.38355 0.4339
H -0.07880 -0.60528 -0.37520 0.0349
H 0.84697 0.98057 -0.80984 0.0188
H -1.76936 -0.00443 -2.37016 0.4344
H -0.58694 1.30003 -2.90938 0.2525
H -1.59396 -1.94410 -3.27798 0.4051
H -0.49264 -2.40230 -1.88119 0.2322
H 4.27818 -4.42292 -4.34389 0.2825
```

Calculated values
Energy relative to the best compared isomer or geometry (same formula, charge and spin) ... 0.0 kJ/mol
Lowest unoccupied orbital energy ... -3.91 eV
HOMO-LUMO gap ... 8.828 eV
Strongest force on any atom ... 5.95 eV/Å
Charge ... +1
SMILES ... CB(O)[C@H]1[N@H+]([PH2]=S)[C@@H]([PH2]=N)[C@H](CC(=O)F)O[C@]1(O)CCOCC(F)(F)C(F)(F)C(F)(F)C(F)F



2.
C14H23BeN3O5 | ωB97M-V/def2-TZVPD

Structure (XYZ):
```
46
Properties=species:S:1:pos:R:3:mulliken_charge:R:1
C -4.20455 4.80398 -6.17485 -0.8678
C -5.30573 4.35019 -6.83765 0.9521
H -3.63009 5.62298 -6.60931 0.2655
H -3.90638 4.41175 -5.20774 -0.1519
C -6.09396 3.25272 -6.33513 1.0952
C -5.65748 2.46925 -5.30534 -1.1351
H -4.68656 2.60392 -4.84248 0.0813
H -6.29252 1.65136 -4.96326 0.2680
C -5.70801 5.03040 -8.13021 -1.2648
H -5.01392 5.85381 -8.32836 0.3663
H -6.72416 5.44410 -8.09301 0.3158
H -5.66644 4.34764 -8.99135 0.3183
C -7.43785 2.94767 -6.96258 -1.2446
H -7.36835 2.75141 -8.04033 0.3129
H -8.15638 3.76980 -6.82880 0.3165
H -7.86103 2.05960 -6.48192 0.3632
Be -0.22455 0.34165 -0.00386 -0.0522
O -0.77285 1.38094 -1.05225 -0.4272
C -1.89339 1.97666 -0.90754 1.1846
O -1.22598 0.15468 1.22260 -0.4119
C -2.26291 0.88491 1.24889 0.6812
O -3.10090 0.85479 2.23760 -0.3097
N -2.61180 1.77627 0.26847 0.2152
C -4.15012 1.88227 1.98351 -0.4324
C -3.86688 2.45895 0.62667 -0.6516
H -4.05933 2.63222 2.77319 0.3146
H -5.11845 1.37585 2.02486 0.3275
H -3.72509 3.53880 0.65835 0.4041
H -4.65973 2.22388 -0.08449 0.4072
C -2.42733 2.81956 -1.90830 -0.4481
C -1.76873 3.01092 -3.08161 -0.6492
H -3.37571 3.31378 -1.69087 0.3501
H -0.84569 2.47090 -3.29194 0.2952
H -2.15950 3.72936 -3.80117 0.2644
C 3.77415 0.17409 1.56271 -0.6168
O 3.18440 -0.85462 0.67695 -0.3532
C 1.97060 -0.61931 0.25322 0.9369
O 1.31200 0.44280 0.50079 -0.4598
N 1.37111 -1.56297 -0.49039 -0.3052
N -0.00249 -1.24190 -0.80674 -0.1132
H 4.11794 -0.35446 2.45214 0.2877
H 3.02880 0.93065 1.81542 0.3221
H 4.61231 0.61607 1.02402 0.2858
H 1.80223 -2.45699 -0.70762 0.2557
H -0.10129 -1.23520 -1.82829 0.3460
H -0.60529 -1.99180 -0.45094 0.3613
```

Calculated values
Energy relative to the best compared isomer or geometry (same formula, charge and spin) ... 0.0 kJ/mol
Lowest unoccupied orbital energy ... -7.94 eV
HOMO-LUMO gap ... 4.157 eV
Strongest force on any atom ... 2.58 eV/Å
Charge ... +2



3.
C14H23Cl2IrN2S4 | ωB97M-V/def2-TZVPD

Structure (XYZ):
```
46
Properties=species:S:1:pos:R:3:mulliken_charge:R:1
Ir 0.28640 -0.20027 0.45957 1.2008
C 3.39950 0.89899 1.27770 -0.7419
C 3.30747 -0.61005 1.36883 -0.8386
S 2.20072 -1.44211 0.18495 -0.0743
C 2.89890 -1.17851 -1.44896 -0.7499
C 2.66791 0.22453 -1.96173 -0.6814
S 0.91786 0.67286 -1.73819 0.0658
C 1.08808 2.44706 -1.46163 -0.7011
C 1.90797 2.81238 -0.23119 -0.8944
S 1.72762 1.64556 1.16375 0.0254
H 3.97882 1.23032 0.42015 0.4176
H 3.89339 1.28726 2.16767 0.5766
H 2.89108 -0.89372 2.33689 0.2690
H 4.28985 -1.08166 1.31054 0.5776
H 2.39174 -1.91816 -2.07193 0.4365
H 3.95578 -1.44650 -1.42456 0.5326
H 2.86199 0.25064 -3.03480 0.5532
H 3.31275 0.95992 -1.49018 0.2237
H 0.06889 2.80986 -1.37280 0.3394
H 1.51000 2.91421 -2.35294 0.5074
H 1.56523 3.78025 0.13378 0.5330
H 2.97575 2.91543 -0.41424 0.5107
N -1.20391 0.90772 1.66166 -0.6573
C -1.64013 0.12318 2.84086 -0.6772
C -0.41046 -0.57443 3.39678 -0.6057
N 0.11765 -1.34553 2.24870 -0.6803
H -0.74734 1.75676 1.98580 0.3631
H -2.00224 1.21234 1.10827 0.2669
H -2.36497 -0.61642 2.49914 0.3903
H -2.12132 0.75860 3.58299 0.4630
H -0.66843 -1.23259 4.22611 0.4639
H 0.34775 0.13040 3.74071 0.3045
H -0.59076 -2.04828 2.00531 0.3827
H 0.95640 -1.87036 2.48252 0.3322
Cl -2.00116 1.41069 -1.21489 -0.2389
C -2.92923 -0.03922 -1.63938 1.0931
C -4.05263 0.22103 -2.40434 -0.8146
C -4.86286 -0.82936 -2.79322 -0.4575
C -4.54608 -2.11762 -2.40548 -0.7841
C -3.41893 -2.35240 -1.63854 0.1348
Cl -3.08934 -3.98526 -1.17689 -0.1928
C -2.54948 -1.32182 -1.23449 -0.0507
S -1.13108 -1.90397 -0.31853 -0.4078
H -4.28293 1.23838 -2.68492 0.4362
H -5.74098 -0.64475 -3.39554 0.4034
H -5.16522 -2.95536 -2.69329 0.4453
```

Calculated values
Energy relative to the best compared isomer or geometry (same formula, charge and spin) ... 114.0 kJ/mol
Lowest unoccupied orbital energy ... -6.22 eV
HOMO-LUMO gap ... 7.252 eV
Strongest force on any atom ... 2.20 eV/Å
Charge ... +2